The following is a quantum chemistry calculation of a structure of composition C44H49Ge2N8O6S3Ti, from the Open Molecules 2025 dataset.

Each line ends with the Mulliken charge.
CARTESIAN COORDINATES (ANGSTROEM)
1 Ti -0.047 -0.004 -0.093  0.2601
2 O -1.722 1.366 3.724  -0.7809
3 S -1.512 0.089 3.088  1.5360
4 O -1.251 -1.049 3.937  -0.6367
5 N -0.297 0.215 1.979  1.2907
6 C 0.952 0.350 2.641  0.1382
7 C 1.151 0.607 3.985  -0.5153
8 C 2.434 0.720 4.550  -0.9942
9 C 3.563 0.600 3.797  -1.0960
10 C 3.421 0.360 2.414  1.2529
11 C 4.537 0.243 1.559  -0.8354
12 C 4.363 0.013 0.226  -1.2295
13 C 3.054 -0.107 -0.259  -0.2356
14 N 1.991 -0.003 0.508  0.4622
15 C 2.134 0.231 1.846  -0.2321
16 C -3.030 -0.290 2.257  -0.4019
17 C -3.250 -1.555 1.735  0.0417
18 C -4.506 -1.875 1.244  -0.6789
19 C -5.535 -0.942 1.304  -0.9329
20 C -5.308 0.315 1.848  -0.4940
21 C -4.050 0.646 2.328  -0.4785
22 H 0.313 0.734 4.651  0.5003
23 H 2.504 0.912 5.613  0.4051
24 H 4.553 0.692 4.224  0.4339
25 H 5.529 0.336 1.985  0.4095
26 H 5.194 -0.099 -0.454  0.5129
27 H 2.882 -0.296 -1.311  0.3217
28 H -2.448 -2.281 1.718  0.2631
29 H -4.683 -2.858 0.827  0.4887
30 H -6.521 -1.203 0.941  0.4545
31 H -6.112 1.037 1.906  0.4982
32 H -3.848 1.616 2.759  0.5353
33 N -0.613 3.819 -3.683  0.0289
34 C 0.443 3.101 -2.911  -0.6646
35 C -0.234 2.750 -1.578  0.6729
36 O -1.249 3.388 -1.315  -0.7501
37 O 0.347 1.852 -0.907  -0.1991
38 H -0.278 4.644 -4.169  0.4073
39 H -1.289 4.073 -2.925  0.3740
40 H -1.094 3.187 -4.360  0.1584
41 H 1.286 3.767 -2.737  0.4884
42 H 0.772 2.211 -3.439  0.0209
43 O -3.347 0.358 -5.024  -0.6679
44 S -1.966 0.757 -5.075  1.1060
45 O -1.706 2.097 -5.588  -0.9453
46 N -1.232 0.598 -3.636  0.0908
47 C -0.290 -0.331 -3.679  -0.0183
48 S 0.678 -0.853 -2.425  -0.0785
49 C -0.125 -0.972 -5.030  -0.3053
50 C 0.743 -1.981 -5.413  -0.4603
51 C 0.687 -2.422 -6.730  -0.8292
52 C -0.215 -1.871 -7.638  -0.7008
53 C -1.089 -0.862 -7.254  -0.7641
54 C -1.011 -0.438 -5.943  0.4819
55 H 1.439 -2.406 -4.701  0.5288
56 H 1.352 -3.211 -7.055  0.4461
57 H -0.237 -2.238 -8.655  0.4090
58 H -1.799 -0.434 -7.947  0.5195
59 C 1.299 -3.410 3.744  -1.2244
60 Ge 0.054 -4.018 2.346  1.6397
61 C 0.607 -5.839 1.817  -1.3792
62 C -1.626 -4.242 3.362  -1.3574
63 Ge 0.148 -2.725 0.239  -0.6339
64 C 1.970 -3.336 -0.295  0.2973
65 C 3.025 -3.154 0.603  -0.0645
66 C 4.330 -3.496 0.282  -0.6658
67 C 4.624 -4.028 -0.966  -0.8347
68 C 3.593 -4.221 -1.875  -0.7272
69 C 2.288 -3.883 -1.539  0.0702
70 C -1.161 -3.713 -0.919  0.1127
71 C -2.251 -4.356 -0.325  0.6065
72 C -3.286 -4.915 -1.067  -0.8124
73 C -3.264 -4.851 -2.452  -0.7025
74 C -2.184 -4.240 -3.075  -1.0945
75 C -1.157 -3.687 -2.320  0.1651
76 H 1.093 -4.003 4.638  0.5349
77 H 1.139 -2.360 3.989  0.2041
78 H 2.342 -3.568 3.472  0.3919
79 H 1.689 -5.942 1.906  0.3451
80 H 0.335 -6.054 0.782  0.3221
81 H 0.134 -6.584 2.460  0.4980
82 H -1.397 -4.981 4.134  0.5149
83 H -2.470 -4.625 2.788  0.4247
84 H -1.917 -3.314 3.849  0.2788
85 H 2.830 -2.719 1.578  -0.0317
86 H 5.120 -3.341 1.008  0.4739
87 H 5.640 -4.299 -1.223  0.3786
88 H 3.804 -4.651 -2.848  0.4387
89 H 1.506 -4.075 -2.263  0.1606
90 H -2.302 -4.432 0.754  -0.0569
91 H -4.105 -5.407 -0.557  0.4801
92 H -4.065 -5.284 -3.037  0.3748
93 H -2.135 -4.195 -4.157  0.4624
94 H -0.344 -3.213 -2.851  0.1470
95 C -6.146 2.610 -1.077  -1.4310
96 C -5.620 2.057 -2.400  0.3801
97 C -4.588 2.989 -3.031  -1.3582
98 C -5.162 0.599 -2.303  -1.0048
99 N -3.873 0.396 -1.633  1.6420
100 C -3.051 -0.656 -1.705  -1.7250
101 N -2.063 -0.445 -0.872  1.5413
102 N -2.294 0.759 -0.318  -0.0157
103 N -3.368 1.272 -0.761  -0.9781
104 H -6.610 3.583 -1.243  0.5027
105 H -5.346 2.736 -0.349  0.2243
106 H -6.902 1.950 -0.646  0.3382
107 H -6.474 1.995 -3.085  0.4835
108 H -3.745 3.152 -2.358  0.2179
109 H -5.050 3.957 -3.231  0.5465
110 H -4.218 2.590 -3.973  0.2224
111 H -5.037 0.172 -3.298  0.4992
112 H -5.904 0.017 -1.751  0.2299
113 H -3.189 -1.523 -2.330  0.3357

Calculated values
Total energy (a.u.): -8793.54888
E_LUMO (alpha / beta) (eV): -0.594 / -0.586
Expectation value of S²: 0.76
2S+1: 2
Energy relative to the best compared isomer or geometry (same formula, charge and spin) (eV): 0.000
Total charge: 0
Kohn-Sham gap (alpha / beta) (eV): 6.24 / 6.16

The following is a quantum chemistry calculation of a cluster of 2 separate species, C2H6IO2 in total, from the Open Molecules 2025 dataset.

Each line ends with the Mulliken charge.
CARTESIAN COORDINATES (ANGSTROEM)
1 I -1.716 -3.580 -1.800  -0.9351
2 C 0.336 -5.805 -5.668  -0.2513
3 C -0.660 -5.826 -4.517  -0.6196
4 O -1.254 -6.999 -4.322  -0.5826
5 O 0.514 -7.169 -6.092  -0.5935
6 H 1.053 -5.049 -5.409  0.2845
7 H 0.204 -5.311 -6.635  0.2646
8 H -1.159 -4.954 -4.343  0.4905
9 H -0.010 -5.705 -3.766  0.3307
10 H -0.793 -7.729 -4.792  0.3119
11 H 0.636 -7.229 -7.046  0.3000

Calculated values
Total energy (a.u.): -527.97653
E_LUMO (eV): 2.841
Energy relative to the best compared isomer or geometry (same formula, charge and spin) (eV): 2.526
Total charge: -1
Kohn-Sham gap (eV): 6.11